# 1
C19H28Cl3N3O6PSV as an isolated structure, computed with ωB97M-V/def2-TZVPD.

Calculated values
expectation value of S²	0.764
max |F|	0.568	eV/A
total charge	+1
LUMO (spin up / spin down)	-3.89 / -3.30	eV
E	-4420.517296	hartree
2S+1	2
energy relative to the best compared isomer or geometry (same formula, charge and spin)	0.0	kJ/mol
HOMO (spin up / spin down)	-12.40 / -12.42	eV

Geometry as XYZ:
```
62
Properties=species:S:1:pos:R:3:forces:R:3:lowdin_spin:R:1
P -0.565481 3.513613 -0.596487 0.0 0.0 0.0 -0.01
H 0.145857 -3.729758 3.297803 0.0 0.0 0.0 0.00
H -2.511418 4.078799 -1.892910 0.0 0.0 0.0 0.00
H 0.300781 5.538197 -1.559040 0.0 0.0 0.0 0.00
N 0.558279 0.555166 1.031771 0.1 0.1 0.0 0.01
H 0.348524 4.196818 -2.729061 0.0 0.0 0.0 0.00
C -0.112361 4.045359 1.077404 0.0 0.0 0.0 0.00
C -1.587449 1.456107 -2.619225 0.0 0.0 0.1 -0.03
H 2.711752 -4.053340 3.981024 0.0 0.0 0.0 0.00
H -1.180688 2.276951 -3.211266 0.0 0.0 0.0 0.00
C 2.656042 -4.743313 3.137595 0.0 0.0 0.0 0.00
C 3.445032 1.483317 -2.002202 0.0 0.0 0.0 0.00
H -2.850823 -0.782512 -1.787026 0.0 0.0 0.0 0.00
H 2.217782 -0.548742 0.273468 0.0 0.0 0.0 0.00
O -1.945704 0.935609 0.085552 -0.2 0.0 0.2 -0.03
C -3.187806 -1.523278 -1.061177 -0.1 0.1 -0.1 0.00
H 1.554013 4.289418 -1.438174 0.0 0.0 0.0 0.00
C 1.817946 -4.176924 2.026019 0.0 0.0 0.0 0.00
H -4.467782 -1.067468 0.649371 0.0 0.0 0.0 0.00
C 0.100794 0.709708 2.323265 0.0 -0.1 0.0 0.00
C -3.452675 -0.873563 0.311642 0.0 0.0 0.0 0.00
C -2.230797 4.173022 -0.845054 0.0 0.0 0.0 0.00
Cl 4.676374 2.182419 -3.021172 0.0 0.0 0.0 0.00
H 3.277070 -4.527973 0.493645 0.0 0.0 0.0 0.00
H 0.874677 3.665188 1.339621 0.0 0.0 0.0 0.00
H 1.859264 -3.662808 -1.338581 0.0 0.0 0.0 0.00
H -0.779768 1.286494 2.548612 0.0 0.0 0.0 0.00
O 1.064988 1.220046 -1.856684 0.4 0.0 0.4 -0.02
O 1.874859 2.238754 -3.662192 0.0 0.0 0.1 0.00
H -1.486366 0.544509 -3.214911 0.0 0.0 0.0 0.01
C 0.509873 4.475525 -1.688829 0.0 0.0 0.0 0.00
C -0.264475 -3.204350 1.270159 0.0 0.0 0.0 0.00
N 1.867812 -0.558993 2.381907 0.0 0.1 0.0 0.00
H -0.841123 3.664160 1.792439 0.0 0.0 0.0 0.00
H -2.639485 1.648963 -2.406095 0.0 0.0 0.0 0.00
O -0.436168 -1.013890 -1.202696 0.0 0.1 -0.2 0.01
H 0.884126 -0.098769 4.242309 0.0 0.0 0.0 0.00
H -4.115580 -1.935318 -1.450543 0.0 0.0 0.0 0.00
Cl 3.702810 -0.270495 -1.855670 0.0 0.0 0.0 0.00
H 2.217544 -5.669915 3.510864 0.0 0.0 0.0 0.00
N -2.239594 -2.651069 -1.023312 -0.1 -0.1 0.1 0.00
H -2.943007 3.612704 -0.238707 0.0 0.0 0.0 0.00
H 2.621675 -1.149463 2.690140 0.0 0.0 0.0 0.00
H -2.576291 -3.511233 -1.435768 0.0 0.0 0.0 0.00
H -2.759677 -1.280908 1.048082 0.0 0.0 0.0 0.00
O -4.089388 1.457478 0.389061 0.0 0.0 0.1 0.00
C 1.620626 -0.217371 1.106955 0.0 0.0 0.0 0.00
C -3.238249 0.623837 0.280038 0.0 0.0 -0.3 0.00
O -0.288156 -3.073527 -2.565268 0.0 0.0 0.0 0.00
H -0.106176 5.134983 1.128515 0.0 0.0 0.0 0.00
C 2.287708 -4.147415 0.714439 0.0 0.0 0.0 0.00
C 2.032383 1.701651 -2.609674 -0.2 0.0 -0.3 0.00
H -1.265967 -2.856690 1.481733 0.0 0.0 0.0 0.00
C 0.226205 -3.192613 -0.027611 0.0 0.0 0.0 0.00
C 0.533339 -3.698229 2.286492 0.0 0.0 0.0 0.00
Cl 3.496558 2.242709 -0.392575 0.0 0.0 0.0 0.00
S -0.664806 -2.444775 -1.343223 0.2 0.1 0.1 0.00
H -2.251042 5.226816 -0.563640 0.0 0.0 0.0 0.00
H 3.667996 -4.962688 2.802890 0.0 0.0 0.0 0.00
V -0.478973 1.091286 -0.920066 -0.1 0.0 -0.3 1.07
C 0.905214 0.021960 3.174390 0.0 0.0 0.0 0.00
C 1.499373 -3.664174 -0.318369 0.0 0.0 0.0 0.00
```
Forces are in eV/Å.

=====

# 2
An isolated molecule of C18H23FN2O4 in a non-equilibrium geometry, computed with ωB97M-V/def2-TZVPD.

Calculated values
max |F|	4.591	eV/A
total charge	0
LUMO	0.67	eV
E	-1209.937985	hartree
energy relative to the best compared isomer or geometry (same formula, charge and spin)	466.1	kJ/mol
HOMO	-8.11	eV

Geometry as XYZ:
```
48
Properties=species:S:1:pos:R:3:forces:R:3:mulliken_charge:R:1
H -3.125722 -2.633566 2.257224 0.7 -0.1 0.4 0.35
C -1.993911 -0.164510 1.623057 0.6 1.7 2.6 0.17
N -1.419725 0.819303 0.898800 1.6 1.3 -1.5 -0.12
H 2.025236 -0.659897 -1.594556 -1.0 0.0 0.0 0.31
O -0.866325 3.421651 -3.513466 1.0 1.7 0.5 -0.47
N 0.961053 -3.222626 -2.408222 0.7 -2.4 -0.1 -0.57
H 0.299666 -0.315230 3.078657 0.9 -1.0 0.0 0.32
C 0.026646 0.893093 0.682177 0.5 0.7 -0.5 0.40
F -1.647005 -3.611937 4.438160 -1.4 -2.2 1.7 -0.39
H 0.805377 0.186723 -2.580893 -0.2 0.0 0.3 0.22
H -0.820965 5.424023 -4.189605 -0.7 0.2 0.5 0.25
C -0.162607 4.601034 -3.962248 -0.8 1.3 -0.1 -0.35
H 1.416924 -1.788907 -3.918771 -0.3 0.0 1.0 0.34
C 1.639368 2.648339 -0.314579 -3.1 0.3 -2.5 -0.35
H 0.602433 -3.363334 3.667141 -0.5 0.8 0.1 0.37
H -1.780322 1.697659 1.259685 0.0 -0.1 -0.3 0.33
C 0.156411 -2.347509 3.842575 -1.4 -0.1 -2.0 -1.11
C 1.842704 3.761842 -1.157974 -2.0 -0.4 -0.8 -1.32
C 0.139830 -1.514092 1.384483 -1.5 -1.2 0.3 -0.13
H 1.764108 -1.391195 2.739132 0.1 0.4 0.2 0.36
H -1.233155 1.407049 -1.805118 -0.1 -0.2 0.5 0.47
H 2.385813 2.384547 0.347677 1.2 -0.3 1.7 0.60
C 0.812363 -1.942867 -2.989302 -2.7 2.6 0.8 -0.53
C 0.583422 -0.447260 0.440516 -0.7 -0.1 -1.1 -0.32
H 0.342089 4.449598 -4.857056 1.1 -1.1 -1.7 0.33
H 0.563480 -2.432156 0.935554 -0.7 -0.1 0.2 0.32
C -1.467542 -2.483432 3.762687 2.9 1.4 -0.7 0.23
C 0.456028 1.867601 -0.452814 0.0 0.1 1.0 -0.36
H 0.721981 -4.054145 -3.033779 0.3 1.9 1.6 0.22
C -1.444957 -1.540634 1.511754 0.5 -0.5 -3.1 0.43
H -1.807319 -1.846933 0.529582 0.2 0.2 -0.6 0.30
H 0.562652 1.193036 1.554470 0.0 1.0 1.1 0.58
C 0.883755 4.065879 -2.168819 0.5 -3.0 3.5 0.75
C -0.408649 2.049180 -1.541968 0.3 1.4 0.0 -1.14
O 0.027806 -0.734026 -0.839031 1.6 -1.6 -2.0 -0.30
H -0.284051 -1.736495 -3.245326 1.0 -0.4 -0.4 0.28
H 1.670741 -0.374900 0.502588 0.2 -0.2 -0.6 0.55
O -2.763103 0.284982 2.466085 -1.3 -1.8 0.3 -0.74
C -0.201264 3.162995 -2.333671 1.6 -0.6 0.0 0.77
H 2.630185 4.415829 -0.916805 1.0 0.7 -0.2 0.44
C -2.018207 -2.621536 2.352130 0.6 -0.3 1.4 -1.31
H 0.680390 -3.316237 -1.424106 -0.1 0.0 -1.1 0.18
C 0.954352 -0.692385 -1.948197 1.7 -1.7 -1.0 -0.36
O 0.840609 5.076993 -3.018000 -1.0 0.0 -1.2 -0.47
H 0.389440 -2.033840 4.860926 0.1 0.0 -0.2 0.37
H -1.570479 -3.571581 2.012622 -0.5 0.2 -0.2 0.36
H -1.845282 -1.625374 4.303159 -0.6 0.1 0.1 0.42
C 0.675726 -1.344753 2.763464 -0.3 1.1 1.9 -0.70
```
Forces are in eV/Å.

=====

# 3
C16H19I3InN7O4 as an isolated structure, computed with ωB97M-V/def2-TZVPD.

Calculated values
max |F|	0.473	eV/A
total charge	0
LUMO	-1.11	eV
E	-2388.754808	hartree
energy relative to the best compared isomer or geometry (same formula, charge and spin)	26.8	kJ/mol
HOMO	-8.89	eV

Geometry as XYZ:
```
50
Properties=species:S:1:pos:R:3:forces:R:3:mulliken_charge:R:1
H -3.110892 -4.266517 -3.349539 0.0 0.0 0.0 0.35
C 0.929074 -1.259975 2.337235 0.0 -0.1 0.0 -0.54
C -3.675661 -1.711906 -3.546924 0.0 0.0 0.0 -0.70
H -1.344401 4.975935 3.795016 0.0 0.0 0.0 0.44
H -3.241094 3.333730 3.650999 0.0 0.0 0.0 0.53
I 1.881585 -0.691454 -1.210377 0.3 -0.2 -0.2 0.38
H -3.559017 -0.736936 -4.021211 0.0 0.0 0.0 0.34
O -4.209798 0.998327 2.846904 -0.1 0.0 -0.1 -0.72
C -0.811648 -2.540589 2.253347 -0.1 0.3 0.0 -0.39
N -2.353658 -2.316525 -3.367072 0.0 0.1 0.1 0.05
C -2.104608 1.992985 2.446084 0.1 0.0 -0.1 0.65
C -3.173972 0.930736 2.219025 0.2 -0.3 0.1 0.14
I -1.274756 2.184739 -1.607089 0.0 0.0 -0.1 -0.39
C -1.561531 -1.459463 -2.502664 -0.2 0.0 0.0 0.00
I 2.125416 -2.738087 -2.954726 0.0 0.1 0.1 -0.24
H -3.450167 0.293271 -1.869403 0.0 0.0 0.0 0.29
C 0.077173 2.587694 1.907048 -0.1 -0.2 0.0 0.66
C -2.519770 -3.612486 -2.707493 0.0 0.0 0.0 -0.73
H -0.091275 -3.939997 3.817259 0.0 0.0 0.0 0.42
O 2.312041 2.806028 1.155485 0.0 0.1 -0.1 -0.71
H -1.424564 -0.477893 -2.953846 0.0 0.0 0.0 0.30
H -4.273171 -2.352856 -4.196687 0.0 0.0 0.0 0.33
H -4.068189 -0.560719 -0.442186 0.0 0.0 0.0 0.32
H -2.924809 -2.466222 0.386946 0.0 0.0 0.0 0.11
H -1.793031 -2.871328 1.977037 0.0 0.0 0.0 0.49
C -2.287835 3.154113 3.175124 0.0 0.0 0.0 -0.78
H -1.426004 -3.055751 -0.399306 0.0 0.0 0.0 0.40
H -5.101204 -3.505210 -2.279618 0.0 0.0 0.0 0.34
C -0.025409 3.774461 2.604673 0.0 0.0 0.0 -0.81
H -1.536597 -4.062107 -2.556842 0.0 0.0 0.0 0.31
O -2.828937 0.002650 1.379247 -0.3 0.2 0.1 -0.49
H 0.817856 4.449857 2.628017 0.0 0.0 0.0 0.55
N -3.197275 -3.486407 -1.411374 0.0 0.1 0.0 0.14
H 1.643071 -0.480534 2.143932 0.0 0.0 0.0 0.56
N -4.373711 -1.544902 -2.271472 0.1 0.0 0.1 0.05
H 1.921153 -2.360233 3.805660 0.0 0.0 0.0 0.22
C -2.410189 -2.612426 -0.561570 0.0 0.1 -0.1 -0.80
N 1.110612 -2.251167 3.221557 0.0 0.0 0.0 -0.03
N -0.943186 1.741884 1.859014 -0.2 0.1 -0.1 0.03
N -2.209720 -1.261239 -1.164955 0.0 -0.2 -0.1 0.02
C -4.505025 -2.855972 -1.637033 0.0 0.0 0.0 -0.66
C 1.311930 2.126228 1.149673 0.1 -0.3 0.0 -0.31
H -5.016972 -2.740075 -0.680850 0.0 0.0 0.0 0.33
C 0.009732 -3.076197 3.185665 0.1 0.0 0.0 -0.81
O 1.173270 0.942157 0.608836 -0.2 0.3 0.0 -0.33
C -3.585352 -0.681833 -1.407943 0.1 -0.1 -0.1 -0.66
C -1.228841 4.050162 3.245505 0.0 0.0 0.0 -0.27
In -0.989667 0.166614 0.244077 -0.2 0.3 0.3 1.86
H -0.590451 -1.916529 -2.342636 0.1 -0.1 0.0 -0.50
N -0.231774 -1.396622 1.723389 0.1 -0.4 0.1 0.27
```
Forces are in eV/Å.

=====

# 4
An isolated molecule of C3H6N2O3S in a non-equilibrium geometry, computed with ωB97M-V/def2-TZVPD.

Calculated values
max |F|	3.440	eV/A
total charge	0
LUMO	0.51	eV
E	-851.160436	hartree
energy relative to the best compared isomer or geometry (same formula, charge and spin)	454.7	kJ/mol
HOMO	-8.97	eV

Geometry as XYZ:
```
15
Properties=species:S:1:pos:R:3:forces:R:3:mulliken_charge:R:1
C -0.784481 -1.302333 1.680887 2.7 -1.2 -1.7 0.74
H 2.182393 -0.057078 -2.039666 1.6 -1.6 0.1 0.25
S -0.078975 0.216096 -0.187343 -1.2 1.0 0.1 1.19
O -0.712236 -0.386898 -1.374560 0.8 -0.1 1.3 -0.66
H 2.271720 1.601270 -0.629232 -0.6 -0.5 0.7 0.33
C 1.309462 1.348396 -1.094093 -0.2 -1.2 0.9 -0.51
N 1.597464 0.678126 -2.275705 -1.0 1.4 -1.2 -0.58
H -1.890265 0.015403 2.510153 0.0 2.7 0.4 0.28
H 0.662345 2.198893 -1.045202 -0.3 0.7 -0.8 0.34
O -0.973392 1.112618 0.593369 1.1 -0.2 -0.6 -0.73
H 0.812531 0.288587 -2.793301 -0.1 0.4 0.3 0.33
C 0.449069 -1.015352 1.140422 0.7 1.1 -1.1 -0.54
O -0.495269 -2.320535 0.921702 -0.9 0.2 0.8 -0.31
N -1.754803 -0.931472 2.413048 -2.2 -2.6 0.2 -0.40
H -2.595563 -1.445721 2.179523 -0.3 -0.1 0.6 0.27
```
Forces are in eV/Å.

=====

# 5
C28H35O8S3SbTl as an isolated structure in a non-equilibrium geometry, computed with ωB97M-V/def2-TZVPD.

Calculated values
max |F|	1.408	eV/A
total charge	+1
LUMO	-3.65	eV
E	-3296.879654	hartree
HOMO	-10.85	eV

Geometry as XYZ:
```
76
Properties=species:S:1:pos:R:3:forces:R:3:mulliken_charge:R:1
C 0.300716 -4.586891 -2.870283 -0.2 0.0 0.1 -0.81
H -1.882061 -5.005479 0.439913 0.0 0.0 -0.1 0.20
H 2.794384 -3.862690 -3.091964 0.0 0.0 0.0 0.45
C -0.125672 4.788469 -1.610694 0.0 -0.4 0.2 0.62
H 1.089436 -5.313722 -3.084947 0.0 0.0 0.0 0.41
H 3.709008 -3.577833 -0.893665 0.0 0.0 0.0 0.39
O 2.248689 3.811475 0.379003 0.0 -0.2 -0.2 -0.67
H 2.494267 -2.162440 -2.622066 0.1 -0.1 -0.1 0.27
C -0.532909 -5.090234 -1.702965 0.1 0.1 0.0 -0.25
Tl -0.474801 -1.296377 -0.882819 0.2 -0.1 0.0 0.97
H 0.084333 -5.277171 -0.813217 0.0 0.1 0.0 0.08
H 2.186774 -4.464345 -0.667078 0.0 0.0 0.0 0.27
C -0.220988 7.121158 -3.067945 0.0 0.0 0.0 -0.44
H -2.058936 2.889223 1.798333 0.0 0.0 0.1 0.50
H -0.350959 -4.502632 -3.741904 0.0 0.0 0.0 0.35
C -1.981934 2.156478 -0.216967 0.6 0.2 -0.2 0.61
C -1.376093 6.630090 -2.476919 -0.1 0.0 0.0 -0.65
C -3.813964 1.766924 1.273279 0.0 0.0 0.0 -0.64
H -2.312672 7.158528 -2.595548 0.0 0.0 0.0 0.40
C 1.055663 -3.479069 1.754821 0.2 0.0 0.0 -0.79
H 2.977076 0.052014 0.732058 0.0 0.0 -0.1 0.61
H -0.989890 -6.044948 -1.991491 0.0 0.0 0.0 0.43
C 3.100938 0.897918 1.391176 0.4 0.2 -0.2 -0.37
O -0.125053 -2.739599 1.489182 -0.1 -0.1 0.0 0.35
C -1.336258 5.455271 -1.740717 0.0 -0.1 0.1 -0.40
C 1.968014 1.335612 2.134217 -0.7 -0.4 0.0 -0.16
H 1.973194 4.749152 -2.034931 0.0 0.1 -0.1 0.40
C -2.431968 -2.288971 1.890905 0.3 0.0 0.0 -0.68
H -3.044166 -5.430141 -0.825237 0.0 0.0 0.0 0.48
Sb -0.026916 2.894701 -0.674159 -0.5 0.5 -0.1 1.27
H -3.301261 -2.596875 2.481036 0.0 0.0 0.0 0.47
C -1.228183 -3.124007 2.291866 -0.1 0.0 -0.1 -0.82
H -2.164639 1.347330 -2.200038 -0.1 -0.1 0.0 0.59
S 1.528429 3.995543 1.619738 1.0 0.0 1.0 1.39
H -3.924538 -3.143883 -0.871945 -0.1 -0.1 0.0 0.29
H 0.998911 -4.470596 1.286473 -0.1 0.0 0.1 0.24
O -2.723711 -2.331936 0.506576 0.0 0.0 -0.1 -0.01
C 0.991593 6.465253 -2.897922 0.0 0.0 0.0 -0.64
C -3.375573 -3.485915 0.006920 0.1 -0.1 -0.2 -0.80
C 4.298946 1.524126 1.519466 -0.3 -0.3 -0.2 -0.69
C -2.631196 1.453787 -1.226619 0.0 0.0 0.0 -0.99
H -1.007659 -2.930690 3.348247 0.0 0.0 0.0 0.52
H -4.275144 1.892421 2.243904 0.0 0.0 0.0 0.42
C -2.568622 2.328372 1.029207 0.1 0.0 0.0 -0.52
C 2.618724 -3.506560 -0.979064 -0.1 0.0 -0.1 -0.32
H 1.362294 2.783446 3.649458 0.1 -0.2 0.1 0.69
S 0.538261 0.488832 2.133153 0.2 0.4 -0.1 -0.03
C 2.092952 2.618913 2.861062 -0.3 1.0 -0.9 -0.11
C -2.440354 -4.610439 -0.416639 0.0 0.1 0.1 -0.46
H -5.432647 0.612417 0.469924 0.0 0.0 0.0 0.44
C 2.240808 -3.204026 -2.416840 -0.1 0.0 0.3 -0.90
H 1.895075 6.869127 -3.334474 0.0 0.0 0.0 0.39
H 1.183498 -3.618363 2.833561 0.0 0.0 0.0 0.49
H -2.233486 5.063069 -1.275748 0.0 0.0 0.0 0.42
S 1.301232 1.490165 -1.815719 -0.3 0.0 0.4 -0.51
H 5.497398 2.996166 2.568062 0.0 0.1 0.1 0.43
H -0.267087 8.020681 -3.667262 0.0 0.0 0.1 0.39
H 5.140895 1.182574 0.930413 0.0 0.0 0.0 0.47
H 2.232374 -1.713546 1.709657 0.1 -0.1 0.0 -0.09
H -4.400592 0.371836 -1.759704 0.0 0.0 0.0 0.46
C -3.880439 0.905053 -0.974352 0.0 0.0 -0.1 -0.46
H -4.088918 -3.877069 0.740046 0.0 0.0 0.0 0.44
H -1.434136 -4.193653 2.171390 0.1 0.0 0.1 0.26
C 4.497953 2.605482 2.437330 -0.1 0.2 0.4 -0.43
H 3.581501 3.899803 3.847456 0.0 0.1 -0.1 0.41
O -1.534665 -4.137420 -1.397027 0.0 0.1 0.0 -0.19
C 3.460408 3.096902 3.134312 0.6 -0.1 0.2 -0.92
O 2.135978 -2.446018 -0.165874 -0.1 0.0 -0.2 -0.02
H -2.204330 -1.240825 2.092790 -0.1 0.0 0.1 0.13
O 0.845295 -3.296363 -2.650473 -0.1 0.2 0.1 -0.27
O 0.075854 3.688036 1.347849 -0.4 -0.7 -0.8 -0.63
C -4.462952 1.051948 0.275687 0.0 0.0 0.0 -0.50
O 1.709594 5.213089 2.331693 -0.2 0.1 0.2 -0.62
H 3.172956 -3.213849 1.455529 0.0 0.0 0.0 0.42
C 1.042318 5.283753 -2.175937 0.0 -0.1 0.1 -0.56
C 2.239634 -2.690555 1.225458 -0.3 -0.1 0.2 -0.44
```
Forces are in eV/Å.